{"formula": "C5H6O2", "method": "wB97M-V/def2-TZVPD", "species": ["C", "C", "C", "C", "C", "O", "O", "H", "H", "H", "H", "H", "H"], "coordinates": [[1.5846, 0.0986, -0.8569], [0.7141, -0.1043, 0.3871], [-0.4440, -0.9933, 0.2313], [-1.6244, -0.4039, 0.3338], [-1.5240, 1.0536, 0.5748], [-2.4874, 1.7881, 0.6338], [-0.1865, 1.3540, 0.6770], [1.8780, 1.1380, -0.7708], [2.5136, -0.4999, -0.9202], [1.0116, -0.0591, -1.7759], [1.3667, -0.4837, 1.2183], [-0.2077, -2.0287, 0.0319], [-2.5947, -0.8594, 0.2358]], "mulliken_charge": [-1.14, 0.51, -0.55, -0.35, 0.42, -0.56, -0.44, 0.32, 0.35, 0.33, 0.27, 0.40, 0.43], "homo_ev": -10.22, "orbital_gap_ev": 10.790, "de_lowest_kcal_mol": 28.5, "fmax_ev_per_a": 2.16, "smiles": "C[C@@H]1C=CC(=O)O1"}